Entry 1:
C4H8O2 | wB97M-V/def2-TZVPD

Its frontier orbital gap is 9.3 eV. The spin multiplicity is 1. The value obtained for the HOMO energy is -8.64 eV.

Geometry as XYZ:
```
14
Properties=species:S:1:pos:R:3:forces:R:3:lowdin_charge:R:1
C -2.3306 0.4843 -0.0612 -0.31 0.13 0.08 -0.11
O -1.1664 -0.1305 -0.5548 0.04 -0.04 -0.05 -0.18
C -0.0871 -0.0176 0.3294 0.05 -0.08 0.25 -0.23
C 1.0860 -0.7304 -0.3040 -0.47 -0.27 -0.72 -0.18
C 3.1317 0.1351 0.4051 0.61 -0.46 0.00 0.05
O 2.1659 -0.7027 0.6320 0.33 0.98 -0.28 -0.17
H -2.6512 0.0293 0.8892 0.05 0.07 -0.17 0.09
H -2.1810 1.5635 0.1007 0.01 -0.18 -0.03 0.09
H -3.1121 0.3421 -0.8110 0.10 0.03 0.14 0.09
H -0.3034 -0.4807 1.3053 -0.08 0.09 -0.10 0.14
H 0.1763 1.0407 0.5103 -0.05 -0.19 -0.04 0.14
H 0.8753 -1.7756 -0.5252 -0.23 0.03 0.05 0.14
H 1.3693 -0.2031 -1.2335 0.03 -0.34 0.38 0.12
H 3.0272 0.4456 -0.6823 -0.06 0.23 0.48 0.01
```
Forces are in eV/Å.


Entry 2:
C5H12N3 | wB97M-V/def2-TZVPD

Its frontier orbital gap is 10.4 eV. Its SMILES is C[NH+](C)[C@H]1CN=CN1. The spin multiplicity is 1. As for the charge: +1. The value obtained for the HOMO energy is -13.44 eV.

Geometry as XYZ:
```
20
Properties=species:S:1:pos:R:3:forces:R:3:lowdin_charge:R:1
C 0.5289 1.4224 0.8689 1.77 1.36 -2.77 -0.01
N -0.2815 0.2913 0.4997 -2.24 -1.77 1.54 -0.17
C -1.8077 0.5551 0.3856 0.07 -3.83 -4.27 0.04
C 0.0568 -0.5342 -0.7054 4.07 0.00 0.31 -0.17
C 1.8640 -0.6000 -1.1046 -1.93 -0.01 0.54 -0.06
N 2.0667 -1.9944 -0.9623 0.27 -0.28 0.39 0.02
C 1.0218 -2.6148 -0.6394 1.32 -2.97 0.91 -0.23
N -0.1211 -1.9311 -0.2801 -3.04 2.35 -1.54 0.03
H 0.6789 2.1043 0.0066 -0.60 -0.14 0.57 0.14
H 0.0809 1.8646 1.6787 -1.11 1.48 1.75 0.08
H 1.5451 1.1926 1.1528 0.09 -0.86 0.13 0.10
H -0.2213 -0.3023 1.3914 -0.05 0.18 -1.96 0.21
H -2.1260 1.0796 1.1798 -1.20 2.12 2.58 0.05
H -2.1148 0.9156 -0.6544 0.95 0.40 1.66 0.13
H -2.3819 -0.4788 0.3340 1.52 1.83 0.70 0.14
H -0.4314 -0.0467 -1.5709 -0.13 -0.90 0.49 0.15
H 1.9985 -0.4364 -2.1749 -0.30 0.84 0.13 0.11
H 2.5973 0.0311 -0.4964 -1.34 -0.78 -0.67 0.12
H 1.1097 -3.7188 -0.3980 -0.56 1.36 -0.60 0.16
H -1.1347 -2.2336 -0.4355 2.45 -0.37 0.12 0.17
```
Forces are in eV/Å.


Entry 3:
C5H10N2 | wB97M-V/def2-TZVPD

Its frontier orbital gap is 9.2 eV. Its SMILES is C[C@@]12C[C@]1(C)NN2. The spin multiplicity is 1. The value obtained for the HOMO energy is -8.22 eV.

Geometry as XYZ:
```
17
Properties=species:S:1:pos:R:3:forces:R:3:lowdin_charge:R:1
C -0.1048 0.4375 -1.9850 1.92 0.60 0.98 -0.02
C 0.0119 -0.3879 -0.6563 0.15 0.28 -1.47 -0.46
C 1.3074 -0.5484 0.1020 -0.06 1.26 0.38 -0.03
C 0.0167 0.0022 0.8136 0.80 -3.11 -0.95 -0.44
C -0.1201 1.2089 1.6217 -1.88 3.39 -0.08 -0.06
N -0.9225 -1.1265 1.0029 -0.97 -2.33 0.69 -0.01
N -0.7763 -1.6306 -0.3778 -0.73 1.68 -2.01 -0.02
H 0.9913 0.8463 -2.0431 -1.97 -0.80 -0.78 0.09
H -0.6909 1.3917 -1.8412 0.04 -1.34 -0.33 0.07
H -0.4084 -0.1833 -2.9023 0.52 1.04 1.47 0.09
H 1.6623 -1.6107 0.2717 -0.14 1.61 -0.04 0.12
H 1.9990 0.3637 -0.0437 -0.68 -1.99 0.11 0.13
H -1.2683 1.4765 1.6685 2.15 -0.39 -0.14 0.11
H 0.4068 2.1312 1.1711 -0.79 -1.49 0.31 0.10
H 0.2117 1.2433 2.6657 0.14 -0.80 -0.19 0.07
H -0.6463 -2.0087 1.5376 0.05 2.15 -0.11 0.13
H -1.6694 -1.6053 -1.0055 1.46 0.23 2.15 0.13
```
Forces are in eV/Å.


Entry 4:
C22H33FN4 | wB97M-V/def2-TZVPD

Its frontier orbital gap is 9.5 eV. The spin multiplicity is 1. The value obtained for the HOMO energy is -9.31 eV.

Geometry as XYZ:
```
60
Properties=species:S:1:pos:R:3:forces:R:3:lowdin_charge:R:1
C -3.8136 0.6370 -1.3774 -0.43 0.47 -0.23 -0.07
C -3.9267 1.0241 0.1145 -2.91 1.03 -2.33 -0.18
C -4.3253 2.5498 0.2747 1.19 -1.94 0.66 -0.11
C -3.4077 3.4440 -0.4030 -3.14 -1.02 1.60 -0.20
N -2.7361 4.1884 -0.9094 -1.09 3.40 -1.00 0.16
H -4.6782 0.9813 -1.9449 -0.36 -0.11 0.13 0.08
H -3.6868 -0.4158 -1.6296 -0.01 -0.07 0.44 0.06
H -3.0120 1.1796 -1.8785 0.31 -0.14 0.21 0.06
H -2.9789 0.7281 0.5640 -10.22 1.63 -2.41 -0.03
H -4.7758 0.5439 0.6009 0.22 -0.57 -0.02 0.12
H -4.2131 2.6264 1.3562 -0.25 0.92 0.05 0.13
H -5.3589 2.7263 -0.0227 0.15 0.03 -0.04 0.12
C -0.7752 -1.6640 -2.3263 0.51 -1.92 -0.28 -0.10
C -0.4437 -3.0153 -3.0604 -0.80 2.59 -1.06 -0.21
C -0.9130 -4.2689 -2.4073 -0.68 -1.27 -0.46 -0.22
C -0.2502 -4.7841 -1.2458 1.94 -0.63 3.23 -0.23
N 0.2533 -5.1733 -0.2637 -1.07 0.81 -2.22 0.15
H -0.5215 -1.8039 -1.2755 0.76 0.08 -1.84 -0.01
H -1.8353 -1.4211 -2.2539 -0.24 -0.29 -0.65 0.07
H -0.2659 -0.8019 -2.7569 -0.04 -0.53 -0.08 0.08
H 0.5838 -2.9943 -3.4236 0.24 -0.40 0.64 0.12
H -0.9872 -2.9526 -4.0032 -0.17 -0.21 -0.18 0.10
H -0.8723 -5.0822 -3.1318 0.05 -0.09 -0.21 0.12
H -1.9650 -4.2529 -2.1222 -0.23 0.46 -0.14 0.13
C 5.1840 0.5671 1.6167 -0.42 1.42 0.64 -0.12
C 5.3175 0.1913 3.0962 -0.17 -1.31 -0.29 -0.24
C 4.4369 -1.0956 3.2089 0.84 -0.16 3.76 -0.17
C 4.2501 -1.6541 4.6507 0.16 1.32 -0.92 -0.21
N 4.1811 -2.0566 5.7280 -0.05 0.05 -0.43 0.10
H 5.2212 -0.2097 0.8530 0.58 -0.20 0.38 0.08
H 5.8523 1.4079 1.4305 0.13 -0.19 -0.52 0.07
H 4.1760 0.9720 1.5265 -0.15 0.16 -0.25 0.06
H 5.0032 1.0033 3.7519 -0.56 -0.02 -0.20 0.11
H 6.3506 0.0526 3.4147 0.07 -0.54 -0.23 0.10
H 4.9944 -1.9630 2.8553 -0.40 0.23 -1.26 0.11
H 3.4475 -0.8780 2.8065 0.91 -0.56 0.27 0.06
C 0.1632 0.8039 -1.1399 1.15 1.65 -1.41 -0.12
C 0.2295 2.1349 -2.0436 0.38 -2.03 0.93 -0.15
C -0.8955 3.0764 -1.6064 1.21 -1.87 -0.99 -0.23
C -0.7643 3.4236 -0.2242 1.40 1.55 2.86 -0.28
N -0.6817 3.7438 0.8928 0.28 -0.76 -1.69 0.18
H 0.8850 0.0113 -1.3374 -0.05 0.24 -1.29 0.08
H -0.8276 0.3522 -1.0914 0.73 0.97 -0.79 0.03
H 0.5552 0.9781 -0.1379 -0.70 0.98 -0.38 0.06
H 0.1225 1.9216 -3.1071 -0.09 -0.17 -0.02 0.10
H 1.2546 2.4748 -1.8959 -0.17 0.68 -0.08 0.10
H -1.8328 2.5216 -1.5676 0.76 -0.46 -0.81 0.06
H -1.1438 3.9191 -2.2516 0.73 -0.03 0.17 0.12
F 2.4457 -1.3490 1.5069 -2.47 0.68 -0.81 -0.01
C 1.1521 -0.8032 1.4075 -0.11 0.19 -0.70 -0.18
C 0.2665 -1.4793 0.5500 2.11 0.08 1.70 -0.04
C -1.0073 -1.0076 0.3476 -0.45 0.18 2.20 -0.12
C -1.3459 0.2099 0.9303 2.12 -0.81 2.88 -0.07
C -0.4639 0.8846 1.8080 -0.76 -0.91 -0.04 -0.07
C 0.8234 0.4182 2.0179 0.60 -1.75 0.07 -0.01
H 0.7696 -2.2904 0.0447 -0.56 -0.51 -0.06 0.12
H -1.6623 -1.5801 -0.2924 -0.50 0.50 0.74 0.10
H -2.3123 0.6622 0.7629 9.79 -1.26 2.98 -0.01
H -0.8018 1.7452 2.3662 0.04 0.20 -0.33 0.10
H 1.5621 0.8923 2.6472 -0.15 0.24 0.12 0.12
```
Forces are in eV/Å.


Entry 5:
C4H10N2O2 | wB97M-V/def2-TZVPD

Its frontier orbital gap is 10.2 eV. Its SMILES is CC(N)=O.CC(N)=O. The spin multiplicity is 1. The value obtained for the HOMO energy is -9.59 eV.

Geometry as XYZ:
```
18
Properties=species:S:1:pos:R:3:forces:R:3:lowdin_charge:R:1
C -1.1508 1.3444 -0.0515 -0.17 1.44 -0.66 -0.03
C -1.5153 -0.1638 -0.0354 -0.57 3.78 -0.48 -0.57
N -2.8883 -0.4476 -0.0435 -0.92 -3.30 -2.21 0.10
O -0.5699 -0.9059 -0.0303 -1.50 -1.87 -0.34 0.00
H -0.2949 1.5883 0.6186 -1.07 -0.40 0.21 0.07
H -2.0020 2.1364 0.0411 1.45 -1.65 -0.14 0.10
H -0.5475 1.5337 -0.9939 -1.21 -0.27 0.58 0.09
H -3.0347 -1.4856 -0.3984 0.38 2.65 1.29 0.15
H -3.6329 0.1279 -0.5529 2.18 -0.48 1.21 0.12
C 1.6552 -0.5038 1.2186 2.45 0.01 4.11 -0.04
C 1.8743 0.0870 -0.0760 -1.40 -2.14 -1.98 -0.69
N 2.0257 -0.7506 -1.1768 -2.03 0.80 -3.22 0.10
O 1.7464 1.2528 -0.2575 0.33 2.79 -0.36 0.03
H 2.1527 0.2408 1.9121 -0.65 -0.64 -0.39 0.11
H 2.3075 -1.3907 1.3882 -0.99 0.06 -0.22 0.09
H 0.6082 -0.5993 1.5760 1.12 -0.18 -0.66 0.09
H 1.3881 -0.2926 -2.0337 2.68 -1.79 2.94 0.19
H 1.8783 -1.7714 -1.1048 -0.07 1.17 0.31 0.09
```
Forces are in eV/Å.


Entry 6:
C28H52ClGdOP | wB97M-V/def2-TZVPD

Its frontier orbital gap (spin up / spin down) is 5.0 / 7.3 eV. The spin multiplicity is 8. As for the charge: -1. The value obtained for the HOMO energy (spin up / spin down) is -2.35 / -4.72 eV.

Geometry as XYZ:
```
84
Properties=species:S:1:pos:R:3:forces:R:3:lowdin_charge:R:1
Gd 2.0782 -1.7668 -0.5594 -6.01 2.71 -0.18 0.92
P -0.6729 -0.0891 0.3613 -0.05 0.03 0.13 1.09
Cl 1.0098 -3.4842 0.9981 -0.55 -0.84 0.62 -0.12
C 3.0696 -3.2115 -1.6500 0.38 -1.91 -3.34 -0.25
H 3.2217 -4.1544 -1.2074 0.46 -1.41 0.21 -0.06
H 3.6913 -2.9378 -2.5017 0.29 -0.34 -0.10 -0.03
C -1.2521 -0.1298 2.1515 -0.04 0.31 -0.32 -0.44
C -2.1186 -0.6072 -0.7245 0.39 0.18 0.17 -0.43
C -1.6113 -1.5658 2.5581 0.17 -0.17 0.10 -0.24
H -0.3177 0.1435 2.6784 -0.18 -0.15 -0.05 0.11
C -1.7538 -1.6880 4.0820 0.06 0.15 -0.17 -0.20
H -2.5558 -1.8684 2.0783 0.17 0.10 0.10 0.10
H -0.8351 -2.2594 2.2039 -0.24 0.16 0.06 0.01
C -2.7428 -0.6697 4.6603 -0.06 -0.03 -0.07 -0.21
H -2.0674 -2.7079 4.3375 0.07 0.15 0.03 0.11
H -0.7645 -1.5318 4.5337 -0.09 -0.03 -0.05 0.11
C -2.5023 0.7592 4.1563 0.12 0.03 -0.07 -0.20
H -3.7642 -0.9759 4.3976 0.06 0.03 -0.02 0.11
H -2.6809 -0.6826 5.7546 -0.10 0.00 -0.07 0.10
C -2.3367 0.8440 2.6299 -0.19 -0.05 0.22 -0.21
H -3.3299 1.4104 4.4678 0.13 -0.08 0.04 0.10
H -1.5900 1.1553 4.6239 -0.07 -0.04 -0.02 0.11
H -3.2973 0.6004 2.1553 0.23 0.06 0.13 0.10
H -2.0986 1.8794 2.3533 -0.05 -0.27 0.12 0.08
C -0.4600 1.7283 -0.0646 -0.14 -0.30 -0.14 -0.44
C -3.5339 -0.3116 -0.2208 -0.20 0.02 -0.21 -0.22
H -1.9495 -0.0268 -1.6524 -0.01 -0.20 0.20 0.10
C -4.5610 -0.6609 -1.3049 0.05 -0.04 0.02 -0.20
H -3.7420 -0.9125 0.6770 0.04 0.12 -0.20 0.10
H -3.6569 0.7441 0.0582 0.07 -0.32 -0.06 0.09
C -4.4441 -2.1172 -1.7678 0.05 -0.05 0.09 -0.21
H -5.5720 -0.4679 -0.9242 0.06 -0.03 -0.11 0.10
H -4.4073 0.0089 -2.1625 0.00 -0.05 0.06 0.11
C -3.0093 -2.5219 -2.1320 0.14 0.13 0.02 -0.20
H -4.8060 -2.7753 -0.9662 0.03 0.08 -0.03 0.11
H -5.0994 -2.2790 -2.6316 0.01 -0.05 0.11 0.10
C -1.9720 -2.0968 -1.0791 -0.05 -0.10 -0.05 -0.22
H -2.9552 -3.6091 -2.2691 -0.03 0.15 -0.06 0.11
H -2.7375 -2.0641 -3.0952 -0.04 -0.04 0.15 0.10
H -2.0874 -2.7085 -0.1675 0.04 0.17 -0.22 0.11
H -0.9535 -2.2873 -1.4561 -0.35 0.06 0.12 0.08
C 0.4247 2.4297 0.9817 -0.12 0.07 -0.03 -0.21
H 0.1154 1.6388 -1.0077 -0.10 0.12 0.24 0.11
C 0.7501 3.8773 0.5843 0.01 -0.14 -0.13 -0.20
H -0.0874 2.4347 1.9567 0.09 0.01 -0.18 0.10
H 1.3600 1.8679 1.1221 -0.19 0.06 -0.03 0.10
C -0.4976 4.6951 0.2297 -0.07 -0.10 0.07 -0.21
H 1.2937 4.3646 1.4027 -0.02 -0.02 -0.13 0.10
H 1.4253 3.8583 -0.2817 -0.07 0.00 0.06 0.11
C -1.4165 3.9784 -0.7663 0.10 -0.11 -0.11 -0.20
H -1.0603 4.9114 1.1481 0.02 -0.06 -0.05 0.11
H -0.1950 5.6625 -0.1878 -0.04 -0.05 0.10 0.10
C -1.7347 2.5316 -0.3628 -0.02 0.25 0.19 -0.21
H -2.3551 4.5365 -0.8780 0.15 -0.02 -0.03 0.10
H -0.9362 3.9608 -1.7545 -0.01 0.03 0.10 0.11
H -2.3858 2.5469 0.5247 0.15 0.03 -0.24 0.09
H -2.3144 2.0621 -1.1697 0.17 0.06 0.19 0.10
C 3.7369 -1.3906 1.3693 0.30 2.93 3.03 -0.28
C 4.0347 -1.8230 0.1413 7.22 -0.75 -2.85 -0.54
H 3.0144 -1.8805 1.9689 -0.38 -0.90 0.76 0.03
C 4.8079 -0.7947 -0.8540 0.33 -0.49 1.02 -0.19
H 4.4509 -2.8977 -0.0748 -0.86 1.56 0.57 0.12
C 5.9414 -0.0732 -0.0413 -0.46 -0.86 0.36 -0.22
H 5.2472 -1.3441 -1.7192 -0.40 0.23 0.70 0.10
H 4.1178 -0.0268 -1.3075 0.35 -0.44 0.47 0.10
C 5.3080 0.7219 1.1386 0.16 0.06 -0.33 -0.21
H 6.6138 -0.8580 0.3886 -0.53 0.38 -0.39 0.11
H 6.5947 0.5526 -0.6804 -0.47 -0.01 0.29 0.09
C 4.1647 -0.0413 1.9402 0.53 0.90 0.28 -0.19
H 6.1226 1.0043 1.8460 -0.59 -0.02 -0.46 0.09
H 4.9067 1.6628 0.6928 0.14 -0.52 0.46 0.10
H 4.5661 -0.1603 3.0113 -0.80 0.09 -1.26 0.11
H 3.2911 0.6836 1.9766 0.82 -0.78 0.33 0.09
C -0.0946 -0.7413 -4.3266 -0.14 0.17 -0.18 -0.07
C 1.2867 -0.6679 -3.6845 0.33 -0.11 0.55 -0.62
C 2.0829 0.5536 -4.1285 0.01 0.22 -0.36 -0.08
O 1.2288 -0.7054 -2.2995 -0.26 0.20 -0.37 -0.45
H -0.7368 0.0811 -3.9889 0.06 -0.04 0.07 0.07
H -0.5913 -1.6908 -4.0960 0.13 0.15 0.10 0.06
H -0.0063 -0.6690 -5.4163 -0.05 -0.02 -0.01 0.07
H 1.8340 -1.5453 -4.0640 0.11 -0.18 -0.05 0.12
H 1.6218 1.4700 -3.7400 0.01 -0.08 -0.02 0.07
H 3.1127 0.5001 -3.7493 -0.26 -0.03 -0.02 0.06
H 2.1252 0.6191 -5.2243 0.05 0.07 0.08 0.07
```
Forces are in eV/Å.


Energy above the lowest of the compared OMol25 structures with the same formula, charge and spin values (in kcal/mol) by entry order: 108.0, 78.2, 91.1, 167.1, 53.6, 71.2.